(1)
Computed, not measured: the molecule C4H9NS in a non-equilibrium geometry, with ωB97M-V/def2-TZVPD.

```
15
Properties=species:S:1:pos:R:3:nbo_charge:R:1
H -3.251 -0.939 -0.781 0.159
C 0.517 0.000 -0.368 -0.340
H 0.249 0.075 -1.514 0.211
S 2.186 -0.459 -0.024 0.155
H -3.763 0.666 -0.464 0.206
C -0.650 -0.461 0.321 -0.239
H -3.562 -0.549 0.889 0.183
H 0.989 1.581 1.128 0.230
H 1.486 1.848 -0.628 0.220
H -0.965 -1.412 -0.133 0.173
C 1.305 1.157 0.204 -0.476
H -0.547 -0.672 1.445 0.194
N -1.783 0.346 0.095 -0.626
C -3.091 -0.136 -0.079 -0.401
H -1.610 0.969 -0.685 0.351
```

HOMO energy in eV: -8.631
E_tot in Eh: -610.679331
SMILES: CNC[C@H]1CS1
Maximum force in Eh/bohr: 0.0965
ΔE to the lowest compared entry with this formula, charge and spin in kcal/mol: 46.7
HOMO-LUMO gap in eV: 9.6


(2)
Computed, not measured: the molecule C4H9NS2 in a non-equilibrium geometry, with ωB97M-V/def2-TZVPD.

```
16
Properties=species:S:1:pos:R:3:nbo_charge:R:1
H -3.061 0.401 0.851 0.238
H 0.818 -2.631 0.326 0.236
H -3.992 -0.886 -0.334 0.245
C 1.354 1.959 -0.165 -0.656
S -1.571 -0.892 -0.483 0.360
C 0.683 0.562 -0.195 0.018
H 2.390 1.833 -0.902 0.249
S 1.612 -0.700 -0.861 0.263
H 2.783 -2.533 0.356 0.253
C 1.763 -1.884 0.392 -0.813
N -0.628 0.578 -0.105 -0.541
C -3.123 -0.110 -0.148 -0.792
H 1.626 1.972 1.116 0.225
H -3.120 0.776 -0.903 0.230
H 0.646 2.839 -0.312 0.246
H 1.820 -1.284 1.366 0.239
```

HOMO energy in eV: -8.292
E_tot in Eh: -1008.814961
SMILES: CS/N=C(/C)SC
Maximum force in Eh/bohr: 0.0890
ΔE to the lowest compared entry with this formula, charge and spin in kcal/mol: 80.5
HOMO-LUMO gap in eV: 8.8


(3)
Computed, not measured: the molecule C4H9NS2 in a non-equilibrium geometry, with ωB97M-V/def2-TZVPD.

```
16
Properties=species:S:1:pos:R:3:nbo_charge:R:1
S -0.625 1.180 1.175 0.401
H 0.003 3.388 1.360 0.235
C -0.294 -1.604 -1.209 -0.211
C 0.588 2.439 1.412 -0.784
H 0.113 0.274 -2.156 0.357
H -1.490 -0.141 -2.161 0.352
S 1.928 -0.453 1.070 -0.034
H 0.729 -1.875 -1.422 0.205
C -0.494 -1.327 0.314 -0.511
H -0.187 -2.216 0.930 0.242
C 0.316 -0.211 0.933 -0.315
H 1.145 2.426 2.424 0.247
N -0.568 -0.528 -2.233 -0.838
H -0.867 -2.491 -1.543 0.202
H -1.561 -1.290 0.519 0.213
H 1.264 2.430 0.587 0.239
```

HOMO energy in eV: -8.640
E_tot in Eh: -1008.910659
SMILES: CSC(=S)CCN
Maximum force in Eh/bohr: 0.0489
ΔE to the lowest compared entry with this formula, charge and spin in kcal/mol: 20.5
HOMO-LUMO gap in eV: 8.6


(4)
Computed, not measured: a cluster of 2 separate species, C4H9O in total in a non-equilibrium geometry, with ωB97M-V/def2-TZVPD.

```
14
Properties=species:S:1:pos:R:3:nbo_charge:R:1
C 0.862 2.589 0.662 -0.490
H 0.099 1.667 -1.555 0.163
H 1.084 3.360 0.001 0.169
H -0.919 0.289 -1.012 0.260
H 0.389 0.493 1.143 0.214
O -0.009 -1.945 -0.383 -0.996
H 0.806 0.026 -1.368 0.272
C 0.491 1.342 0.332 -0.116
H -0.860 -3.249 0.946 0.103
C 0.079 0.810 -0.960 -0.669
H 0.907 2.966 1.739 0.178
C -1.075 -2.360 0.379 -0.193
H -2.021 -2.696 -0.322 0.028
H -1.563 -1.579 1.014 0.076
```

HOMO energy in eV: -2.083
E_tot in Eh: -232.956983
Maximum force in Eh/bohr: 0.0737
ΔE to the lowest compared entry with this formula, charge and spin in kcal/mol: 38.9
HOMO-LUMO gap in eV: 6.1
Net charge: -1


(5)
Computed, not measured: a cluster of 2 separate species, C4H9O in total in a non-equilibrium geometry, with ωB97M-V/def2-TZVPD.

```
14
Properties=species:S:1:pos:R:3:nbo_charge:R:1
H 0.196 -2.199 0.233 0.195
H 2.580 -1.423 -1.630 0.190
H 2.124 -3.189 -1.131 0.177
C 0.910 -1.676 -0.387 -0.129
H -2.783 1.400 1.555 0.080
C 0.697 -0.173 -0.267 -0.673
C -2.032 2.024 1.011 -0.209
H -0.174 0.025 -0.905 0.285
H -1.061 2.092 1.533 0.078
C 1.993 -2.111 -1.043 -0.480
H -2.471 3.066 1.076 0.069
H 1.576 0.429 -0.477 0.188
H 0.328 0.134 0.713 0.230
O -1.882 1.604 -0.284 -1.003
```

HOMO energy in eV: -1.867
E_tot in Eh: -232.970729
Maximum force in Eh/bohr: 0.0580
ΔE to the lowest compared entry with this formula, charge and spin in kcal/mol: 30.3
HOMO-LUMO gap in eV: 5.7
Net charge: -1


(6)
Computed, not measured: the molecule C4H9O in a non-equilibrium geometry, with ωB97M-V/def2-TZVPD.

```
14
Properties=species:S:1:pos:R:3:nbo_charge:R:1
C 0.286 -0.098 -0.934 -0.389
H 0.195 1.471 -2.569 0.206
H 1.084 0.486 -0.395 0.214
C -0.529 0.837 -1.988 -0.614
H -1.053 0.279 -2.706 0.206
H -1.626 -1.189 -0.230 0.216
H -1.071 1.581 -1.463 0.200
C -0.551 -0.869 0.091 -0.420
H 0.795 -0.937 -1.573 0.194
O 1.146 -0.026 1.700 -0.286
H -0.556 1.079 1.337 0.170
C -0.210 0.056 1.436 -0.149
H -0.930 -0.393 2.218 0.240
H 0.024 -1.724 0.145 0.211
```

HOMO energy (spin up / spin down) in eV: -10.348 / -10.044
E_tot in Eh: -232.908237
Maximum force in Eh/bohr: 0.0769
ΔE to the lowest compared entry with this formula, charge and spin in kcal/mol: 29.5
HOMO-LUMO gap (spin up / spin down) in eV: 11.5 / 8.4
Multiplicity: 2
<S²>: 0.76


(7)
Computed, not measured: a cluster of 2 separate species, C4H9O2 in total in a non-equilibrium geometry, with ωB97M-V/def2-TZVPD.

```
15
Properties=species:S:1:pos:R:3:nbo_charge:R:1
H -2.356 0.119 -0.780 0.184
H -2.436 -0.317 1.010 0.213
H 2.013 -3.244 -1.563 0.192
O -1.021 2.219 0.144 -0.783
O -0.618 0.909 1.925 -0.806
C -1.770 -0.062 0.135 -0.740
C 2.309 -0.988 -1.450 -0.620
H 0.634 -2.407 -1.190 0.206
H -1.138 -0.923 -0.162 0.188
H 1.711 -2.550 0.094 0.216
C 1.735 -2.359 -1.006 -0.629
H 1.426 -0.359 -1.556 0.236
H 2.923 -1.070 -2.369 0.189
H 3.020 -0.585 -0.746 0.208
C -1.035 1.131 0.755 0.746
```

HOMO energy in eV: -3.687
E_tot in Eh: -308.319243
Maximum force in Eh/bohr: 0.0383
ΔE to the lowest compared entry with this formula, charge and spin in kcal/mol: 16.1
HOMO-LUMO gap in eV: 7.4
Net charge: -1


(8)
Computed, not measured: a cluster of 2 separate species, C4H9O2 in total in a non-equilibrium geometry, with ωB97M-V/def2-TZVPD.

```
15
Properties=species:S:1:pos:R:3:nbo_charge:R:1
H -0.110 -1.381 1.137 0.191
H -1.856 -1.346 0.895 0.185
H 1.812 0.226 -0.683 0.217
H 0.799 -0.688 -1.763 0.205
C 1.369 0.238 -1.682 -0.607
O -2.211 0.302 2.751 -0.786
C 0.492 1.484 -1.947 -0.606
C -1.078 -1.463 1.652 -0.741
H 2.254 0.209 -2.311 0.183
H 0.175 1.510 -3.005 0.185
H -1.133 -2.437 2.124 0.194
O -0.028 -0.101 3.259 -0.803
H 1.041 2.390 -1.719 0.199
H -0.409 1.339 -1.362 0.223
C -1.117 -0.282 2.656 0.761
```

HOMO energy in eV: -3.751
E_tot in Eh: -308.334387
Maximum force in Eh/bohr: 0.0281
ΔE to the lowest compared entry with this formula, charge and spin in kcal/mol: 6.6
HOMO-LUMO gap in eV: 7.4
Net charge: -1


(9)
Computed, not measured: the ion C4H9O2 with charge -1 in a non-equilibrium geometry, with ωB97M-V/def2-TZVPD.

```
15
Properties=species:S:1:pos:R:3:nbo_charge:R:1
H -0.635 -1.146 0.429 0.225
C 0.300 -0.967 0.953 -0.082
H -0.544 -0.193 2.508 0.454
O 0.109 -0.901 2.389 -0.750
H 0.610 -0.530 -1.563 0.224
H 2.079 0.249 0.674 0.176
C -0.682 1.014 -1.308 -0.042
H 0.995 -1.796 0.813 0.151
H 0.662 1.137 1.022 0.178
C 0.737 0.425 -1.060 -0.467
C 1.012 0.281 0.423 -0.416
O -1.585 -0.019 -1.529 -1.001
H -0.771 1.607 -2.237 0.107
H -0.948 1.615 -0.406 0.074
H 1.482 1.042 -1.584 0.169
```

HOMO energy in eV: -2.106
E_tot in Eh: -308.248280
SMILES: [O-]CCCCO
Maximum force in Eh/bohr: 0.0474
ΔE to the lowest compared entry with this formula, charge and spin in kcal/mol: 60.6
HOMO-LUMO gap in eV: 6.1
Net charge: -1


(10)
Computed, not measured: the ion C4H9O2 with charge +1 in a non-equilibrium geometry, with ωB97M-V/def2-TZVPD.

```
15
Properties=species:S:1:pos:R:3:nbo_charge:R:1
C 0.126 -0.662 -1.460 -0.700
H 0.169 1.968 0.872 0.247
O 1.427 -0.202 0.520 -0.709
C -0.836 -0.836 1.799 0.397
H 0.795 -0.414 -2.176 0.253
O -0.875 -0.454 0.638 -0.361
C -0.114 1.684 -0.195 -0.628
H -1.655 -1.027 2.486 0.199
H -1.187 1.852 -0.562 0.264
H -0.696 -0.378 -2.004 0.252
H 2.029 -0.908 0.222 0.530
H -0.027 -1.062 2.404 0.179
C 0.317 0.151 -0.200 0.587
H 0.465 2.055 -0.939 0.240
H 0.063 -1.765 -1.405 0.249
```

HOMO energy in eV: -16.564
E_tot in Eh: -307.929460
Maximum force in Eh/bohr: 0.0837
ΔE to the lowest compared entry with this formula, charge and spin in kcal/mol: 39.1
HOMO-LUMO gap in eV: 11.0
Net charge: +1


(11)
Computed, not measured: the ion C4H9O2 with charge +1 in a non-equilibrium geometry, with ωB97M-V/def2-TZVPD.

```
15
Properties=species:S:1:pos:R:3:nbo_charge:R:1
H 0.158 2.373 0.030 0.540
H 0.016 0.702 -2.327 0.250
H -1.676 0.674 1.040 0.213
H -0.826 -0.700 -1.711 0.257
H -1.576 0.848 -1.562 0.266
H 2.507 0.640 1.126 0.247
H -1.515 -1.065 0.410 0.222
O 0.579 1.498 0.391 -0.721
C -1.148 -0.216 1.047 -0.570
H -0.706 -0.545 2.035 0.230
O 1.145 -0.594 -0.015 -0.341
C 0.079 0.409 -0.149 0.548
H 2.765 -1.338 0.946 0.229
C 2.159 -0.378 0.689 0.329
C -0.580 0.296 -1.496 -0.698
```

HOMO energy in eV: -14.550
E_tot in Eh: -307.914190
Maximum force in Eh/bohr: 0.1010
ΔE to the lowest compared entry with this formula, charge and spin in kcal/mol: 48.7
HOMO-LUMO gap in eV: 8.7
Net charge: +1


(12)
Computed, not measured: the molecule C4H9O2P in a non-equilibrium geometry, with ωB97M-V/def2-TZVPD.

```
16
Properties=species:S:1:pos:R:3:nbo_charge:R:1
O 0.132 1.105 0.877 -0.783
H 1.841 2.153 0.126 0.173
H 2.608 0.358 -1.131 0.201
H -2.186 -1.284 0.994 0.259
H -1.456 -2.192 -0.413 0.261
H -0.489 -1.893 0.979 0.250
C 1.517 1.116 0.575 -0.094
H 1.982 0.960 1.581 0.192
C 1.801 -0.007 -0.439 -0.097
H -2.993 0.835 -0.743 0.238
C -1.271 -1.369 0.379 -1.021
P -0.762 0.258 -0.288 1.950
H -1.754 1.963 -1.316 0.218
H 2.006 -0.927 0.108 0.173
O 0.621 -0.086 -1.177 -0.782
C -2.016 1.258 -0.692 -1.140
```

HOMO energy in eV: -8.058
E_tot in Eh: -649.598681
SMILES: C=P1(C)OCCO1
Maximum force in Eh/bohr: 0.0999
ΔE to the lowest compared entry with this formula, charge and spin in kcal/mol: 58.5
HOMO-LUMO gap in eV: 8.9


The highest ΔE to the lowest compared entry with this formula, charge and spin belongs to which entry?
number 2